--- P ---
Here is C24H25N5O3S2 in the gas phase from OMol25. Energies are from the ωB97M-V functional and the def2-TZVPD basis.

Summary:
LUMO energy: 0.51 eV
Kohn-Sham gap: 8.3804 eV
Structure (SMILES): C=CCn1c(SCC(=O)Nc2c(C)n(C)n(-c3ccccc3)c2=O)nc2sc(C)c(C)c2c1=O

Element x y z (Å)
C  2.11  -3.16  -0.19
C  -1.50  1.21  0.18
H  2.54  -4.79  1.12
C  -7.13  0.12  1.06
C  1.65  -0.93  -0.71
C  1.57  3.06  -0.96
N  4.10  0.04  -0.31
C  -3.10  -1.50  1.70
H  5.18  0.54  2.12
H  -4.15  -1.75  1.59
C  0.72  2.35  0.09
O  4.94  -2.02  0.17
N  -2.89  -0.12  1.31
H  -5.30  0.28  2.17
H  -8.78  0.00  -0.30
H  6.12  -0.20  -0.13
C  -6.90  0.10  -1.33
H  -0.24  -1.01  2.10
N  -0.49  2.00  -0.38
C  -5.75  0.20  1.19
S  0.10  -1.67  -0.90
H  -0.77  2.29  -1.31
N  -3.55  0.31  0.17
O  1.11  2.19  1.23
C  -0.62  -0.01  2.30
C  -1.60  0.39  1.26
C  -4.95  0.22  0.05
C  2.62  -1.84  -0.33
H  3.96  -4.04  0.37
S  3.30  2.55  -0.79
H  -1.08  0.00  3.28
C  -7.70  0.06  -0.20
C  -0.09  -4.43  -0.41
H  -2.82  -1.62  2.75
H  5.62  1.38  -0.81
H  2.91  -5.10  -0.58
H  -4.90  0.21  -2.08
H  0.34  -5.23  -1.03
H  6.11  3.14  0.79
H  5.88  2.84  2.58
H  -7.35  0.07  -2.31
H  -1.08  -4.20  -0.78
O  -3.04  1.77  -1.57
C  -5.53  0.17  -1.21
H  0.22  0.69  2.28
C  3.05  0.82  -0.66
C  0.78  -3.23  -0.46
N  1.85  0.39  -0.89
H  -7.75  0.10  1.94
C  5.40  0.63  -0.05
H  1.58  4.14  -0.78
H  -2.50  -2.19  1.10
C  2.93  -4.34  0.20
H  -0.16  -4.81  0.61
C  3.97  -1.36  -0.13
C  5.47  1.22  1.33
H  1.24  2.85  -1.97
C  -2.75  1.17  -0.55
C  5.83  2.46  1.58


--- Q ---
Here is C24H25N5O3S2 in the gas phase from OMol25. Energies are from the ωB97M-V functional and the def2-TZVPD basis.

Summary:
LUMO energy: -0.06 eV
Kohn-Sham gap: 8.1679 eV
Structure (SMILES): C=CCn1c(SCc2nc3sc(C(=O)O)c(C)c3c(=O)[nH]2)nnc1-c1ccc(C(C)(C)C)cc1

Element x y z (Å)
H  0.85  2.85  -2.03
N  -1.20  -0.27  -1.85
C  5.11  -1.17  -0.43
C  -2.55  -3.87  0.36
H  -5.44  0.75  -0.52
C  0.37  2.52  -0.01
C  -0.66  -1.09  -0.98
C  -3.36  -4.45  1.22
H  5.14  0.73  0.59
H  5.09  -3.01  0.74
S  -4.37  -1.38  -0.04
H  0.52  4.31  -1.12
N  -1.64  -1.71  -0.26
C  2.96  -0.78  -1.77
H  3.53  -0.47  -2.63
H  5.26  -3.25  -1.00
O  3.32  2.33  0.65
H  6.63  -2.66  -0.05
H  -4.00  2.31  -1.33
H  2.07  3.45  -0.88
H  -3.40  -4.14  2.25
N  -2.53  -0.32  -1.72
C  -1.40  1.41  1.06
C  1.01  1.87  1.01
C  -1.59  -2.78  0.71
C  1.41  -1.52  0.39
C  -1.03  2.27  0.03
H  5.12  -0.66  1.69
H  -2.53  -4.18  -0.68
C  -2.05  2.75  -0.87
C  5.55  -2.62  -0.17
C  5.83  -0.66  -1.68
H  -1.81  -2.37  1.70
H  3.65  1.07  2.57
C  2.43  1.81  1.30
C  -4.77  0.40  0.27
H  5.55  0.37  -1.89
C  -2.79  -1.17  -0.76
H  0.83  -1.75  1.27
H  6.60  -0.24  0.83
C  5.51  -0.28  0.75
H  -5.28  0.40  1.23
N  -3.29  2.13  -0.63
C  1.00  3.34  -1.07
N  -2.63  0.87  1.22
H  -0.57  -3.18  0.70
S  -0.07  0.95  2.04
H  1.10  -0.50  -2.80
H  6.91  -0.68  -1.51
C  2.78  -1.51  0.48
H  3.22  -1.79  1.43
C  3.59  -1.14  -0.59
C  1.58  -0.80  -1.88
H  -4.02  -5.25  0.93
O  -1.96  3.58  -1.74
O  2.69  1.10  2.41
C  -3.51  1.19  0.32
H  5.62  -1.28  -2.54
C  0.78  -1.18  -0.81


The structure with the least stability is P.


--- P ---
Here is 8 unconnected molecules or ions with the total composition C8H16Cl16 from OMol25. Energies are from the ωB97M-V functional and the def2-TZVPD basis.

Summary:
LUMO energy: 0.07 eV
Kohn-Sham gap: 10.9978 eV
Structure (SMILES): ClCCl.ClCCl.ClCCl.ClCCl.ClCCl.ClCCl.ClCCl.ClCCl

Element x y z (Å)
H  -14.47  -13.14  11.25
H  -11.30  -12.30  3.87
C  -12.15  -15.76  7.98
H  -12.94  -8.82  2.12
Cl  -16.93  -10.49  4.17
H  -13.51  -10.66  6.86
Cl  -6.92  -11.50  8.26
H  -10.37  -11.70  11.68
Cl  -14.37  -12.87  6.58
H  -9.72  -11.45  3.72
C  -8.02  -11.81  6.93
Cl  -9.67  -13.68  2.96
Cl  -14.15  -10.91  11.35
Cl  -7.14  -11.99  5.40
Cl  -14.67  -7.52  3.04
Cl  -11.83  -12.74  13.33
Cl  -10.98  -11.31  1.74
H  -13.11  -11.68  8.30
H  -10.01  -13.45  11.92
H  -11.81  -15.94  9.00
H  -18.60  -11.12  5.67
Cl  -11.55  -11.93  6.60
Cl  -16.78  -12.48  11.06
C  -10.78  -12.69  11.83
H  -14.41  -9.83  2.37
H  -8.76  -11.01  6.86
H  -17.11  -12.18  5.97
C  -10.43  -12.12  3.23
Cl  -13.20  -17.08  7.44
C  -17.78  -11.69  5.25
C  -13.20  -11.64  7.21
C  -13.77  -9.06  2.79
Cl  -13.10  -9.58  4.37
H  -12.81  -14.89  7.95
Cl  -18.45  -12.98  4.23
H  -14.80  -12.44  9.70
C  -14.99  -12.31  10.76
Cl  -10.84  -15.40  6.85
H  -8.51  -12.75  7.15
Cl  -11.60  -13.14  10.28


--- Q ---
Here is 8 unconnected molecules or ions with the total composition C8H16Cl16 from OMol25. Energies are from the ωB97M-V functional and the def2-TZVPD basis.

Summary:
LUMO energy: 0.27 eV
Kohn-Sham gap: 10.9386 eV
Structure (SMILES): ClCCl.ClCCl.ClCCl.ClCCl.ClCCl.ClCCl.ClCCl.ClCCl

Element x y z (Å)
Cl  -1.31  -0.54  5.07
C  -3.94  2.73  -0.45
H  -1.09  0.78  3.15
Cl  0.65  3.91  -3.49
Cl  -0.50  1.42  0.58
Cl  -1.82  -2.43  -1.12
H  0.29  -0.68  -0.05
Cl  -4.37  4.34  -1.02
Cl  -2.23  -1.65  1.67
Cl  0.12  5.70  -1.23
H  1.07  -0.08  1.46
H  -2.89  2.55  -0.59
H  0.78  -4.87  3.59
Cl  -4.78  1.43  -1.36
C  -2.88  -2.56  0.31
C  -0.29  4.16  -2.01
Cl  1.83  -2.56  -1.68
H  2.73  1.91  -3.09
C  0.08  -4.26  3.04
C  3.36  1.19  -3.60
H  -1.34  4.14  -2.28
Cl  4.50  2.17  -4.57
H  -0.04  3.37  -1.30
H  -0.80  -3.99  3.60
C  3.54  -2.65  -1.28
Cl  4.56  -2.40  -2.72
H  3.94  0.57  -2.93
H  -1.40  1.74  4.59
C  0.73  0.17  0.46
H  3.79  -3.62  -0.87
Cl  -0.42  -5.21  1.64
H  -4.26  2.60  0.58
H  3.78  -1.87  -0.58
H  -3.83  -2.12  0.02
H  -2.98  -3.61  0.55
Cl  0.87  -2.75  2.55
Cl  2.37  0.15  -4.62
Cl  2.13  0.69  -0.47
Cl  0.90  1.23  4.29
C  -0.83  0.92  4.19


The structure with the least stability is P.


--- P ---
Here is C3H4S in the gas phase from OMol25. Energies are from the ωB97M-V functional and the def2-TZVPD basis.

Summary:
LUMO energy (spin up / spin down): 0.79 / -3.02 eV
Multiplicity: 3
⟨S²⟩: 2.0055
Kohn-Sham gap (spin up / spin down): 5.3685 / 7.2871 eV

Element x y z (Å)
C  0.36  0.74  0.08
C  -0.85  -0.15  0.01
S  1.80  -0.41  0.17
H  2.01  -0.24  -1.12
H  -2.35  -1.79  0.40
H  0.26  1.24  1.05
C  -1.79  -0.91  0.09
H  0.56  1.52  -0.67


--- Q ---
Here is a molecular structure, C3H4S from OMol25. Energies are from the ωB97M-V functional and the def2-TZVPD basis.

Summary:
LUMO energy (spin up / spin down): 0.92 / -1.11 eV
Multiplicity: 3
⟨S²⟩: 2.0081
Kohn-Sham gap (spin up / spin down): 7.9415 / 8.5194 eV

Element x y z (Å)
H  0.25  -1.23  -0.96
S  -1.72  -0.44  -0.06
C  -1.03  1.22  0.10
H  1.03  1.13  0.84
C  0.39  0.65  0.09
H  0.73  0.92  -0.90
H  0.35  -1.39  0.91
C  0.01  -0.85  -0.02


The structure with the least stability is P.


--- P ---
Here is C2H4BrN in the gas phase from OMol25. Energies are from the ωB97M-V functional and the def2-TZVPD basis.

Summary:
LUMO energy: 0.87 eV
Kohn-Sham gap: 10.8317 eV
Structure (SMILES): C=NCBr

Element x y z (Å)
H  1.17  -0.07  1.45
C  0.33  -0.28  0.83
N  0.02  0.74  -0.16
H  0.35  -1.42  0.52
C  -0.23  0.46  -1.33
Br  -0.99  -0.28  2.22
H  -0.39  1.35  -1.76
H  -0.28  -0.51  -1.78


--- Q ---
Here is C2H4BrN in the gas phase from OMol25. Energies are from the ωB97M-V functional and the def2-TZVPD basis.

Summary:
LUMO energy: 0.95 eV
Kohn-Sham gap: 10.7126 eV
Structure (SMILES): C/N=C/Br

Element x y z (Å)
H  -0.61  0.51  -0.19
C  -0.16  -0.47  0.12
N  1.07  -0.18  0.73
C  1.66  0.97  0.54
H  1.18  1.83  0.12
H  -0.17  -1.43  -0.40
H  -0.67  -0.96  0.94
Br  3.32  1.35  1.27


The structure with the least stability is P.


--- P ---
Here is C26H32N2O5S in the gas phase from OMol25. Energies are from the ωB97M-V functional and the def2-TZVPD basis.

Summary:
LUMO energy: 0.36 eV
Kohn-Sham gap: 8.6372 eV

Element x y z (Å)
C  -1.02  -2.03  2.78
H  -2.06  -1.78  2.99
N  -1.55  -2.86  0.53
C  -0.31  -0.84  2.20
H  -1.04  -2.19  -0.04
C  1.28  4.13  1.95
C  -0.06  0.88  -2.34
C  1.38  3.66  0.51
H  -2.75  -0.70  -3.08
C  2.70  -3.82  -0.18
H  2.21  3.93  2.48
C  3.80  0.16  -1.37
C  -0.97  -0.09  -2.05
H  -2.45  -2.68  -1.90
O  -3.48  -4.03  0.75
O  1.17  0.41  -2.01
C  -1.03  0.21  1.65
H  -2.77  3.82  -0.92
H  4.76  -4.03  0.34
H  5.35  -1.75  -0.35
C  3.38  -1.21  -0.95
C  1.71  0.28  1.57
C  -2.48  2.47  0.73
C  1.73  -2.97  -0.68
O  -4.70  -0.34  -0.91
H  2.79  0.33  1.54
C  -0.41  1.29  1.04
H  -3.06  1.65  0.27
H  -2.64  2.45  1.81
H  1.08  5.20  1.98
H  -0.80  2.26  -3.79
H  0.72  -3.31  -0.81
H  0.05  -3.54  1.66
H  0.43  3.85  -0.02
H  -0.66  2.90  -2.14
C  1.00  1.33  1.00
C  2.05  -1.66  -1.05
C  -0.98  -3.22  1.81
C  4.33  -2.09  -0.44
H  3.64  0.29  -2.44
H  2.43  -4.83  0.10
C  -3.20  -2.54  -1.13
C  0.97  -0.82  -1.52
H  0.80  2.65  -3.11
H  -3.98  3.95  0.35
H  1.66  -1.61  2.56
H  -1.57  -4.04  2.20
H  2.18  4.20  -0.01
H  4.86  0.31  -1.16
O  -1.10  2.31  0.45
H  3.23  0.92  -0.86
H  -4.19  -2.86  -1.46
C  1.08  -0.80  2.14
O  1.76  2.30  0.40
C  -2.43  -0.09  -2.24
H  -2.80  0.93  -2.39
N  -0.30  -1.16  -1.52
S  -3.30  -0.73  -0.72
C  4.00  -3.38  -0.05
H  -0.55  -2.33  3.72
C  -0.19  2.26  -2.88
H  -2.36  4.62  0.60
C  -2.78  -3.24  0.14
C  -2.92  3.80  0.15
H  0.47  3.62  2.46
H  -2.11  0.17  1.69


--- Q ---
Here is C26H32N2O5S in the gas phase from OMol25. Energies are from the ωB97M-V functional and the def2-TZVPD basis.

Summary:
LUMO energy: 0.58 eV
Kohn-Sham gap: 8.7626 eV

Element x y z (Å)
H  6.34  -1.67  1.44
C  -0.83  2.40  1.23
C  5.75  -1.05  0.78
C  4.28  0.55  -0.91
H  1.43  0.83  3.18
C  -1.76  1.95  2.16
H  3.69  1.16  -1.57
C  -4.70  0.99  -0.03
O  -4.11  -3.08  -1.20
H  -0.20  -0.14  -3.76
C  -4.48  -0.34  -0.75
H  2.30  0.01  1.87
C  3.73  -0.65  -0.43
H  4.65  -3.23  1.61
H  -0.33  6.25  -1.05
H  -2.73  2.08  -1.54
C  -0.82  5.28  -1.10
C  -3.38  1.54  0.43
C  0.48  -0.71  -1.83
S  -1.09  -2.63  0.95
H  0.75  4.26  -0.03
H  3.65  -3.41  0.15
H  3.01  -2.56  1.53
H  -1.46  1.92  3.19
C  -1.20  2.46  -0.12
C  0.46  -1.86  -1.10
O  0.42  2.79  1.67
H  -5.43  -0.79  -1.05
C  4.47  -1.47  0.43
H  0.53  0.05  1.87
H  -5.18  1.68  -0.72
C  6.29  0.13  0.30
C  -2.47  2.03  -0.50
N  -3.81  -1.27  0.14
H  -1.35  5.20  -2.04
H  -2.71  -4.37  0.50
H  -0.32  -3.85  -0.96
C  -3.01  1.53  1.77
C  0.22  4.17  -0.98
O  -0.36  2.88  -1.13
H  -3.89  -0.18  -1.66
H  5.96  1.86  -0.92
H  -3.71  1.17  2.51
C  -0.64  -2.81  -0.85
C  2.38  -0.99  -0.83
C  1.43  0.61  2.11
C  3.92  -2.74  0.97
H  -5.36  0.84  0.82
H  1.45  1.70  0.24
H  0.94  4.24  -1.80
H  -1.53  5.21  -0.28
C  -2.80  -3.33  0.80
C  -3.64  -2.56  -0.20
O  1.71  -0.16  -1.67
C  1.48  1.91  1.32
H  -3.24  -3.26  1.80
H  -1.51  -2.61  -1.47
C  5.55  0.93  -0.55
H  7.29  0.42  0.59
H  -3.14  -0.86  0.78
H  2.39  2.47  1.55
N  1.66  -2.01  -0.48
H  -0.53  1.02  -2.48
C  -0.50  -0.04  -2.72
O  -1.29  -1.19  1.18
H  -1.48  -0.48  -2.58


The structure with the least stability is P.


--- P ---
Here is 5 unconnected molecules or ions with the total composition CH14N2O4 from OMol25. Energies are from the ωB97M-V functional and the def2-TZVPD basis.

Summary:
LUMO energy: 0.47 eV
Kohn-Sham gap: 9.3798 eV
Structure (SMILES): NCN.O.O.O.O

Element x y z (Å)
H  1.64  2.71  0.81
H  3.66  -0.61  -0.12
N  2.93  0.07  0.02
H  -2.52  0.50  -0.53
H  2.87  0.51  -0.90
O  -1.96  -2.04  0.54
H  -2.50  -1.25  0.36
H  -2.47  -2.71  0.06
H  0.42  -1.97  -0.70
H  -3.40  0.52  -1.80
H  -1.70  1.82  1.46
O  0.92  2.81  0.19
H  1.46  -1.04  -1.65
H  0.87  -0.01  0.45
O  -3.09  -0.05  -1.09
O  -1.56  0.93  1.14
N  1.37  -1.63  -0.83
H  1.26  3.06  -0.67
C  1.71  -0.68  0.26
H  1.91  -1.26  1.16
H  -1.83  0.34  1.85


--- Q ---
Here is 5 unconnected molecules or ions with the total composition CH14N2O4 from OMol25. Energies are from the ωB97M-V functional and the def2-TZVPD basis.

Summary:
LUMO energy: 0.67 eV
Kohn-Sham gap: 9.8570 eV
Structure (SMILES): NCN.O.O.O.O

Element x y z (Å)
H  1.88  -0.73  2.13
O  0.04  2.54  -0.80
C  -1.84  -0.61  -0.77
H  2.06  2.98  1.57
H  1.55  -2.26  -1.47
H  1.40  2.41  0.23
H  -2.62  -2.05  0.56
H  1.89  0.45  1.15
H  -2.80  -0.14  -1.02
H  -1.16  -2.39  -0.21
H  -1.67  0.48  0.99
N  -1.10  0.27  0.16
H  1.31  -1.64  -0.04
H  0.25  2.41  -1.72
N  -2.10  -1.99  -0.36
H  -0.22  -0.21  0.45
O  1.76  -0.50  1.19
O  2.07  2.20  1.00
H  -1.22  -0.62  -1.70
O  0.95  -2.26  -0.75
H  -0.42  1.67  -0.58


The structure with the least stability is P.


--- P ---
Here is a gas-phase ion, C2H5N2O2S (charge -1) from OMol25. Energies are from the ωB97M-V functional and the def2-TZVPD basis.

Summary:
LUMO energy: 4.02 eV
Kohn-Sham gap: 7.4376 eV
Net charge: -1

Element x y z (Å)
H  -0.51  -0.11  1.73
O  3.97  -0.58  0.31
H  -1.17  0.75  -1.16
H  1.76  -1.93  0.46
S  2.82  0.04  -0.40
O  2.70  1.43  0.01
H  -1.99  -0.81  0.70
C  -0.94  -0.32  0.72
N  1.54  -0.84  0.47
C  -0.59  0.65  -0.25
H  0.13  1.58  -0.17
N  -0.04  -0.79  -0.23


--- Q ---
Here is a molecular structure, C2H5N2O2S from OMol25. Energies are from the ωB97M-V functional and the def2-TZVPD basis.

Summary:
LUMO energy (spin up / spin down): 3.88 / 3.88 eV
Kohn-Sham gap (spin up / spin down): 7.8620 / 7.8630 eV
Net charge: -1

Element x y z (Å)
H  1.80  -0.40  0.27
S  -0.73  1.29  -0.71
C  -0.16  -0.79  0.85
H  -0.30  0.27  0.24
O  -2.17  1.09  -0.65
H  1.83  -1.47  1.82
H  -1.04  -0.90  1.59
C  1.27  -1.04  1.01
N  -0.02  0.97  -2.04
O  -0.22  2.46  -0.01
N  0.32  -1.87  0.26
H  -0.57  0.40  -2.64


The structure with the least stability is Q.


--- P ---
Here is C10H20O5 in the gas phase from OMol25. Energies are from the ωB97M-V functional and the def2-TZVPD basis.

Summary:
LUMO energy: 0.99 eV
Kohn-Sham gap: 10.4225 eV
Structure (SMILES): C1COCCOCCOCCOCCO1

Element x y z (Å)
H  0.18  1.12  -1.02
C  1.87  0.65  0.87
C  -1.10  -1.50  0.29
H  2.87  2.57  0.83
H  -1.90  3.12  -0.52
H  1.17  -1.61  -1.40
H  -0.42  -3.31  -0.74
H  2.42  0.31  1.74
O  1.27  2.76  -0.36
C  -0.27  -2.81  0.22
H  -0.11  2.66  -1.82
H  -1.09  -1.14  1.34
H  -4.30  -0.87  -0.11
H  -2.18  0.44  -1.43
O  -1.82  1.25  0.45
O  1.09  -2.51  0.43
H  -3.28  -0.40  1.21
H  0.91  0.23  0.95
H  3.71  -1.17  -1.16
O  -2.39  -1.73  -0.16
C  1.82  -2.17  -0.70
O  2.45  0.19  -0.35
C  -2.74  0.68  -0.48
H  -0.86  2.98  0.90
H  -0.61  -0.72  -0.35
C  1.83  2.19  0.81
H  -3.49  1.43  -0.58
H  3.50  -1.43  0.55
H  -0.61  -3.47  1.05
C  -3.24  -0.62  0.15
H  1.27  2.52  1.70
C  2.95  -1.16  -0.36
H  2.18  -3.08  -1.18
C  -1.16  2.45  0.01
C  0.05  2.20  -0.83


--- Q ---
Here is C10H20O5 in the gas phase from OMol25. Energies are from the ωB97M-V functional and the def2-TZVPD basis.

Summary:
LUMO energy: 0.89 eV
Kohn-Sham gap: 10.3157 eV
Structure (SMILES): C1COCCOCCOCCOCCO1

Element x y z (Å)
H  -2.98  0.14  -1.69
O  2.75  -0.24  -0.21
H  1.91  0.08  -2.11
H  3.84  1.34  0.44
H  2.84  1.80  -0.88
H  -0.85  2.86  1.20
H  -1.44  -1.88  1.67
H  -0.54  1.42  -1.46
O  1.03  2.76  0.08
H  0.78  -2.57  2.00
H  -1.28  -3.28  0.66
H  -4.16  0.89  -0.49
H  2.40  -2.30  -1.55
O  -1.56  -1.49  -0.27
C  1.74  1.74  0.89
C  -3.12  0.47  -0.61
H  1.23  0.86  1.25
C  -0.96  -2.20  0.77
H  -0.64  3.59  -0.22
C  -0.92  1.47  -0.41
C  0.55  -2.08  1.06
O  1.47  -2.63  0.07
C  2.87  1.14  0.00
C  -2.83  -0.82  0.20
H  0.57  -2.37  -1.77
H  2.12  2.21  1.80
H  -3.58  -1.47  -0.07
H  0.65  -1.02  1.19
H  0.97  0.03  -0.61
O  -2.30  1.58  -0.29
C  1.72  -0.48  -1.11
C  1.49  -1.96  -1.17
H  -0.60  0.61  0.05
H  -2.83  -0.88  1.31
C  -0.33  2.69  0.27


The structure with the least stability is Q.